1.
Formula: C41H49CoFN17O7S3
Source: OMol25
Level of theory: wB97M-V/def2-TZVPD

Last column: Löwdin spin population.
Element x y z (Å)
Co -0.070004 0.257461 -0.279211  0.97
C 0.267577 -7.402841 -0.140418  0.00
C 0.971210 -6.495384 0.865175  0.00
N 1.045244 -5.107953 0.415240  0.00
C 0.069635 -4.251339 0.799263  0.00
C 0.051637 -2.924959 0.507822  0.00
C -1.068374 -2.083129 1.076332  0.00
O -1.977733 -2.655681 1.671200  0.00
O -0.968255 -0.815779 0.951683  -0.01
C 1.111590 -2.352059 -0.248780  0.00
O 1.239276 -1.137463 -0.497138  0.00
C 2.132421 -3.278618 -0.704314  0.00
C 3.168681 -2.817722 -1.511762  0.00
C 4.126043 -3.673003 -1.982457  0.00
F 5.117608 -3.152393 -2.731651  0.00
C 4.092768 -5.041947 -1.704984  0.00
C 3.037497 -5.506374 -0.922463  0.00
C 2.069012 -4.647525 -0.395118  0.00
N 5.033350 -5.978340 -2.206077  0.00
C 5.653203 -6.907526 -1.270612  0.00
C 5.776934 -8.267526 -1.983275  0.00
N 5.830027 -7.992235 -3.453746  0.00
C 6.724889 -6.827423 -3.728667  0.00
C 6.005391 -5.563614 -3.218571  0.00
H 0.252907 -8.427287 0.230074  0.00
H 0.768449 -7.385583 -1.108492  0.00
H -0.760937 -7.074044 -0.284158  0.00
H 1.978587 -6.852391 1.078934  0.00
H 0.425613 -6.504042 1.807123  0.00
H -0.735187 -4.658188 1.399002  0.00
H 3.211351 -1.768568 -1.770107  0.00
H 2.964534 -6.569210 -0.745595  0.00
H 5.056503 -7.008945 -0.370254  0.00
H 6.643311 -6.547273 -0.964646  0.00
H 4.915832 -8.904816 -1.789846  0.00
H 6.682364 -8.793636 -1.686783  0.00
H 4.888751 -7.708170 -3.738536  0.00
H 6.104484 -8.820925 -3.979119  0.00
H 6.928397 -6.758795 -4.794496  0.00
H 7.664179 -6.999889 -3.206755  0.00
H 5.475766 -5.075595 -4.034000  0.00
H 6.752010 -4.862825 -2.834839  0.00
N 0.510374 3.414628 0.434717  0.00
C -0.755874 3.063839 0.744755  0.00
N -1.356375 1.943331 0.398055  0.00
C -2.697322 1.957592 0.872946  0.00
C -3.034417 3.091848 1.533487  0.00
S -1.722302 4.194397 1.634131  0.00
C -3.699822 0.888747 0.747012  0.00
C -4.761221 0.758286 1.590481  0.00
S -5.675962 -0.642680 1.209110  0.00
C -4.547467 -0.965346 -0.084447  0.00
N -3.625725 -0.076168 -0.221278  0.00
N -4.696264 -2.057785 -0.912694  0.00
H 1.137960 2.694694 0.117741  0.00
H 0.901751 4.231635 0.869816  0.00
H -3.987876 3.343634 1.962587  0.00
H -5.054264 1.383413 2.416482  0.00
H -5.195914 -2.821986 -0.484659  0.00
H -3.808515 -2.357873 -1.292437  0.00
C 2.704904 1.257076 2.043021  0.00
N 3.341749 1.278497 3.353618  0.00
C 3.523003 -0.100280 3.806009  0.00
N 2.247466 -0.813139 3.886447  0.00
C 1.625771 -0.793569 2.567868  0.00
N 1.393537 0.576037 2.062304  0.02
C 0.545930 1.263670 3.059097  0.00
N 1.147938 1.282290 4.387412  0.00
C 2.446219 1.952836 4.295290  0.00
C 1.368261 -0.099108 4.814791  0.00
H 3.366168 0.745853 1.340234  0.00
H 2.574079 2.291799 1.715213  0.00
H 3.993874 -0.091566 4.790446  0.00
H 4.177273 -0.622270 3.103670  0.00
H 0.668131 -1.308089 2.632425  0.00
H 2.278963 -1.319033 1.867533  0.00
H -0.421636 0.757829 3.101315  0.00
H 0.398854 2.298518 2.751297  0.00
H 2.912824 1.963597 5.281568  0.00
H 2.292341 2.983312 3.965750  0.00
H 0.404360 -0.611437 4.851512  0.00
H 1.814358 -0.103233 5.810789  0.00
C -3.579079 -0.060993 -4.915561  0.00
N -2.436987 -0.490075 -4.136324  0.00
C -1.800191 -1.772817 -4.244554  0.00
C -0.893431 -1.766494 -3.001998  0.00
O -0.206541 -2.716181 -2.681876  0.00
N -1.038767 -0.566538 -2.358149  0.03
C -1.975871 0.116146 -3.033234  0.00
N -2.388024 1.341099 -2.693751  0.00
H -3.706662 -0.738865 -5.754476  0.00
H -3.415998 0.942232 -5.313318  0.00
H -4.491804 -0.071940 -4.313161  0.00
H -1.180955 -1.854747 -5.141115  0.00
H -2.510936 -2.600666 -4.218100  0.00
H -2.184849 1.574764 -1.733359  0.00
H -3.258357 1.676041 -3.071163  0.00
O 8.355496 4.050335 -3.353280  0.00
S 7.762743 2.896206 -3.996962  0.00
O 7.499847 1.778331 -3.115907  0.00
O 8.301909 2.531969 -5.289055  0.00
C 6.067393 3.564660 -4.416165  0.00
N 5.972186 4.577284 -5.267444  0.00
C 4.727210 5.006903 -5.489118  0.00
C 3.620579 4.459314 -4.863644  0.00
C 3.839263 3.419452 -3.960697  0.00
N 5.090945 2.974217 -3.768552  0.00
C 2.840595 2.738634 -3.153995  0.00
C 1.473081 3.036139 -3.127634  0.00
C 0.639076 2.357582 -2.270060  0.00
N 1.045966 1.393103 -1.425110  -0.01
C 2.362269 1.098466 -1.470614  0.00
C 3.263361 1.718074 -2.292547  0.00
H 4.629830 5.822596 -6.195963  0.00
H 2.626421 4.831227 -5.077118  0.00
H 1.056374 3.804334 -3.763841  0.00
H -0.406607 2.616657 -2.241295  0.00
H 2.688536 0.316369 -0.803726  0.00
H 4.312325 1.450108 -2.285244  0.00

Force components x, y, z for each atom (eV/Å):
-0.3 0.1 0.5
0.1 0.1 0.1
-0.1 -0.4 -0.2
-0.3 0.2 0.0
0.3 -0.1 -0.1
-0.1 0.4 -0.1
-0.4 -0.4 0.0
0.2 0.0 -0.1
-0.6 0.1 0.1
-0.3 -0.4 0.3
0.2 0.0 -0.4
0.1 -0.3 -0.1
0.0 0.0 0.0
0.0 0.3 0.0
0.0 0.0 0.0
-0.4 -0.3 0.2
0.3 0.0 -0.1
0.1 0.2 0.0
0.0 0.1 0.0
0.1 0.0 -0.1
-0.1 0.1 0.5
0.0 0.0 -0.1
0.1 0.4 0.0
-0.1 0.0 0.0
0.0 0.0 0.0
0.0 0.0 0.0
0.0 0.0 0.0
0.0 0.1 0.1
0.1 0.1 0.0
0.0 0.0 0.0
0.0 0.0 0.0
0.0 0.0 0.0
0.0 0.0 0.0
0.0 0.0 0.0
0.0 0.0 -0.1
0.0 0.0 -0.1
0.0 -0.1 0.0
0.0 0.0 0.0
0.0 -0.1 0.0
0.0 -0.1 0.0
0.0 0.0 0.0
0.0 0.0 0.0
-0.1 0.0 0.2
-0.2 0.4 -0.1
-0.2 -0.4 -0.1
0.1 0.6 0.3
0.1 0.0 -0.1
0.1 -0.2 -0.1
-0.1 -0.4 0.2
0.1 0.1 0.1
0.3 0.0 -0.3
-0.4 0.1 0.3
0.6 -0.1 -0.4
0.0 0.0 0.0
0.0 0.1 0.1
0.0 0.0 0.0
0.0 0.0 -0.1
0.1 -0.1 0.1
0.0 -0.1 -0.1
0.0 0.0 0.0
0.0 0.0 0.2
0.1 0.1 0.0
0.0 0.0 0.0
0.1 -0.1 0.0
0.0 -0.1 0.1
0.0 0.2 -0.1
0.0 0.0 0.1
-0.1 0.0 0.1
0.0 0.0 0.0
0.0 0.0 0.0
0.0 0.0 0.0
0.0 -0.1 0.0
0.0 0.0 0.0
0.0 0.0 0.0
0.1 0.1 0.0
0.0 0.0 0.0
0.0 0.0 -0.1
0.0 0.0 0.0
0.0 0.0 0.0
0.0 0.0 0.0
0.0 0.0 0.0
0.0 0.0 0.0
0.0 0.1 0.1
-0.2 0.1 0.0
0.3 -0.1 0.1
-0.2 -0.4 -0.2
0.1 0.2 0.0
-0.3 0.6 0.4
0.3 -0.4 -0.2
0.1 -0.1 0.1
0.0 0.0 0.0
0.0 0.0 0.0
0.0 0.0 -0.1
-0.1 0.0 0.0
0.0 0.0 0.0
-0.2 0.1 0.1
0.0 0.0 0.1
0.1 0.0 0.0
-0.5 0.5 -0.3
-0.2 -0.2 0.1
0.0 0.0 -0.1
1.7 -0.8 0.5
-0.9 0.4 -0.3
0.8 -0.1 0.0
-0.7 -0.3 0.4
1.5 0.7 -1.0
-1.2 0.1 0.2
-0.9 -0.6 0.7
0.5 0.1 -0.2
-0.2 -0.2 0.1
0.6 0.2 -0.8
-0.1 -0.1 0.3
0.2 0.4 -0.3
-0.1 0.0 0.0
0.0 0.1 0.0
0.0 0.0 0.0
0.0 0.0 0.0
0.0 0.1 0.0
0.0 0.0 0.0

The calculation puts the energy at -5726.36868 a.u. The value obtained for the LUMO energy is -3.261 eV. The multiplicity is 2. As for the total charge: +1. For the HOMO energy, the calculation gives -8.32 eV. The calculation puts the energy relative to the best compared isomer or geometry (same formula, charge and spin) at 15.65 kJ/mol. Its molecular weight is 1066.1 g mol⁻¹.



2.
Formula: C41H49MnN5S
Source: OMol25
Level of theory: wB97M-V/def2-TZVPD

Last column: Löwdin spin population.
Element x y z (Å)
Mn 0.457011 0.211404 0.506876  4.62
C 0.737486 3.869527 -4.705957  0.00
C 0.359558 4.380332 -3.313188  0.00
C -0.199013 3.293992 -2.448131  0.01
C -1.467038 2.801483 -2.430677  0.00
C -2.655606 3.274371 -3.204503  0.00
C -3.615940 4.099186 -2.344050  0.00
C -1.489037 1.719974 -1.452649  0.01
C -2.570973 0.855089 -1.209352  0.00
C -2.625798 -0.123666 -0.230721  0.01
C -3.835472 -0.900774 0.099710  0.00
C -5.095753 -0.910112 -0.705553  0.00
C -4.918347 -1.578464 -2.070885  0.00
C -3.573222 -1.549607 1.251887  0.00
C -2.201051 -1.189956 1.637816  0.01
C -1.626530 -1.480337 2.851619  0.00
C -0.337133 -1.085641 3.276000  0.02
N 0.569353 -0.535112 2.474714  0.04
C 1.752941 -0.427090 3.179335  0.01
C 2.942540 -0.119762 2.571651  0.00
C 3.077343 0.353103 1.227659  0.01
N 2.237323 1.320492 0.746476  0.03
C 2.654906 1.543853 -0.526608  0.02
C 1.932935 2.443132 -1.383822  0.00
C 0.567702 2.506345 -1.492418  0.01
N -0.282779 1.592957 -0.896179  0.04
C 3.821551 0.789834 -0.841457  0.01
C 4.092301 0.024203 0.289682  0.01
C 5.131104 -1.019472 0.591031  0.00
C 6.101149 -1.397777 -0.519375  0.00
C 4.498311 0.864719 -2.179736  0.00
C 5.427735 2.076086 -2.296088  0.00
C 1.537800 -0.918958 4.529574  0.01
C 0.238490 -1.323664 4.591990  0.00
C -0.498979 -1.917993 5.749262  0.00
C -0.517841 -3.448688 5.722569  0.00
C 2.574948 -0.938806 5.607082  0.00
C 3.323704 -2.271620 5.683546  0.00
N -1.654287 -0.397170 0.671194  0.05
C -4.489695 -2.418640 2.054482  0.00
C -5.360826 -1.604451 3.014700  0.00
H -0.130881 3.435708 -5.205810  0.00
H 1.505051 3.095560 -4.636453  0.00
H 1.123412 4.672648 -5.334848  0.00
H 1.240325 4.810648 -2.833076  0.00
H -0.364585 5.193784 -3.402208  0.00
H -3.189286 2.412792 -3.620071  0.00
H -2.324872 3.867599 -4.060719  0.00
H -3.987440 3.507580 -1.506430  0.00
H -4.470705 4.445187 -2.926705  0.00
H -3.106319 4.969651 -1.929354  0.00
H -3.460319 1.010219 -1.807311  0.00
H -5.449476 0.116358 -0.842876  0.00
H -5.879359 -1.428183 -0.148781  0.00
H -4.131857 -1.085033 -2.642819  0.00
H -5.839890 -1.542356 -2.653726  0.00
H -4.636768 -2.626459 -1.945619  0.00
H -2.211882 -2.056477 3.556484  0.00
H 3.852815 -0.333479 3.125409  0.00
H 2.506955 3.047288 -2.080401  0.00
H 4.620249 -1.926708 0.927438  0.00
H 5.711944 -0.680442 1.458289  0.00
H 5.581836 -1.830468 -1.374513  0.00
H 6.807628 -2.143448 -0.152468  0.00
H 6.676808 -0.538925 -0.867921  0.00
H 3.732355 0.916190 -2.959894  0.00
H 5.062031 -0.040788 -2.385067  0.00
H 4.865847 3.011214 -2.265057  0.00
H 5.998336 2.054052 -3.226344  0.00
H 6.132934 2.096170 -1.463726  0.00
H -1.527395 -1.546543 5.750126  0.00
H -0.050731 -1.571743 6.684066  0.00
H -1.054615 -3.850933 6.583006  0.00
H 0.495583 -3.849917 5.733320  0.00
H -1.002518 -3.816031 4.816620  0.00
H 2.105217 -0.726680 6.570959  0.00
H 3.288613 -0.130818 5.433269  0.00
H 2.653502 -3.079513 5.977560  0.00
H 4.136707 -2.223991 6.409300  0.00
H 3.747746 -2.532673 4.712646  0.00
H -3.902204 -3.145581 2.619230  0.00
H -5.125438 -3.001006 1.383043  0.00
H -4.739229 -1.018115 3.692715  0.00
H -6.004247 -2.252010 3.611670  0.00
H -5.992269 -0.906674 2.463021  0.00
S 0.906405 -1.878917 -1.133589  0.03
C 0.061278 -1.393249 -2.522667  0.01
N -0.937187 -2.201619 -2.979582  0.01
C -1.706357 -1.938643 -4.062048  0.00
C -1.503595 -0.802820 -4.779237  0.00
C -0.477081 0.069048 -4.366003  0.00
C 0.286042 -0.222443 -3.268204  0.00
H -1.119193 -3.025294 -2.421381  0.00
H -2.463445 -2.674184 -4.289842  0.00
H -2.115382 -0.587881 -5.642062  0.00
H -0.289917 0.981166 -4.915946  0.00
H 1.073994 0.434816 -2.932892  0.00

Force components x, y, z for each atom (eV/Å):
-0.9 -0.5 -0.1
0.0 0.0 0.0
0.0 0.0 0.0
-0.1 0.0 0.0
0.0 0.1 0.0
0.0 0.0 -0.1
0.0 0.0 0.0
0.3 0.0 -0.1
-0.1 -0.1 0.0
-0.1 0.0 0.1
0.0 0.0 0.0
0.0 0.0 0.0
0.0 0.0 0.0
-0.1 -0.1 0.0
0.0 0.2 0.0
-0.1 -0.1 0.0
0.3 -0.1 -0.1
0.1 0.3 -0.1
0.1 -0.2 0.0
0.0 -0.3 0.0
0.3 0.5 0.7
-0.3 -1.0 -0.4
0.0 0.7 -0.1
0.0 -0.1 -0.2
0.0 -0.1 -0.1
0.2 0.1 0.2
0.0 0.0 0.1
0.0 0.2 -0.2
0.1 0.0 0.1
0.0 0.0 0.0
0.0 0.0 0.0
0.0 0.0 0.0
-0.1 0.1 0.1
0.1 0.1 0.1
0.0 0.0 0.0
0.0 0.0 0.0
0.0 0.0 0.0
0.0 0.0 0.0
0.2 0.3 0.1
0.0 0.0 0.0
0.0 0.0 0.0
0.0 0.0 0.0
0.0 0.0 0.0
0.0 0.0 0.0
0.0 0.0 0.0
0.0 0.0 0.0
0.0 0.0 0.0
0.0 0.0 0.0
0.0 0.0 0.0
0.0 0.0 0.0
0.0 0.0 0.0
0.0 0.0 0.0
0.0 0.0 0.0
0.0 0.0 0.0
0.0 0.0 0.0
0.0 0.0 0.0
0.0 0.0 0.0
0.0 0.0 0.0
0.0 0.0 0.0
0.0 0.0 0.0
0.0 0.0 0.0
0.0 0.0 0.0
0.0 0.0 0.0
0.0 0.0 0.0
0.0 0.0 0.0
0.0 0.0 0.0
0.0 0.0 0.0
0.0 0.0 0.0
0.0 0.0 0.0
0.0 0.0 0.0
0.0 0.0 0.0
0.0 0.0 0.0
0.0 0.0 0.0
0.0 0.0 0.0
0.0 0.0 0.0
0.0 0.0 0.0
0.0 0.0 0.0
0.0 0.0 0.0
0.0 0.0 0.0
0.0 0.0 0.0
0.0 0.0 0.0
0.0 0.0 0.0
0.0 0.0 0.0
0.0 0.0 0.0
0.0 0.0 0.0
0.1 0.1 -0.1
0.0 -0.4 0.5
-0.1 0.1 -0.1
0.0 0.0 0.0
-0.1 0.0 -0.1
0.1 -0.1 0.2
0.1 0.3 -0.3
0.0 0.0 0.0
0.0 0.0 0.0
0.0 0.0 0.0
0.0 0.0 0.0
0.0 0.0 0.0

The calculation puts the energy at -3414.79803 a.u. The value obtained for the LUMO energy (alpha / beta) is -0.560 / -0.679 eV. The multiplicity is 6. For the HOMO energy (alpha / beta), the calculation gives -6.36 / -6.41 eV. The calculation puts the energy relative to the best compared isomer or geometry (same formula, charge and spin) at 106.46 kJ/mol. Its molecular weight is 698.9 g mol⁻¹.